# C13H17NO6SW

A molecular structure, C13H17NO6SW (wB97M-V/def2-TZVPD, OMol25).

Geometry as ORCA input:
```
! wB97M-V def2-TZVPD RIJCOSX def2/J DEFGRID3
* xyz 4 1
W -0.071 -0.002 0.342
O 0.803 -1.427 1.767
C 0.444 -2.859 1.575
C -1.063 -2.960 1.334
N -1.491 -2.136 0.164
C -2.813 -1.468 0.298
C -2.209 -0.192 0.865
O -1.509 -0.279 1.901
O -1.867 0.768 0.088
C -1.103 -2.627 -1.172
C -0.167 -1.445 -1.353
O 0.931 -1.412 -0.700
O -0.627 -0.301 -1.621
H 1.263 -1.364 2.638
H 0.699 -3.435 2.477
H 1.061 -3.246 0.748
H -1.592 -2.612 2.236
H -1.347 -4.013 1.182
H -3.518 -1.980 0.971
H -3.315 -1.302 -0.667
H -1.913 -2.664 -1.913
H -0.593 -3.598 -1.146
C 1.738 3.570 1.941
S 0.252 2.771 1.395
O 0.478 1.193 1.723
C 0.553 2.290 -0.402
C -0.140 2.850 -1.478
C 0.257 2.561 -2.793
C 1.332 1.710 -3.032
C 2.003 1.086 -1.975
C 1.629 1.341 -0.629
H 2.678 3.167 1.565
H 1.751 3.560 3.040
H 1.666 4.627 1.656
H -0.938 3.573 -1.327
H -0.240 3.054 -3.623
H 1.695 1.575 -4.046
H 2.874 0.464 -2.178
H 2.408 1.162 0.151
*
```

Calculated values
**HOMO level**: -24.70 eV
**Kohn-Sham gap**: 0.257 Eh
**ΔE to the lowest compared entry with this formula, charge and spin**: 3.0219 eV

In the Mulliken picture, each atom carries the following charge in e: W 1.87; O -0.53; C -0.53; C -0.63; N -0.01; C -0.72; C 0.76; O -0.41; O -0.41; C -0.82; C 1.13; O -0.45; O -0.35; H 0.34; H 0.62; H 0.28; H 0.34; H 0.52; H 0.42; H 0.42; H 0.45; H 0.39; C -0.93; S 0.44; O -0.57; C 0.43; C -0.37; C -0.62; C -0.57; C -0.43; C -0.17; H 0.38; H 0.45; H 0.47; H 0.58; H 0.56; H 0.54; H 0.57; H 0.58

# C28H41Br2N2NiO2Si

A molecular structure, C28H41Br2N2NiO2Si (wB97M-V/def2-TZVPD, OMol25).

Geometry as ORCA input:
```
! wB97M-V def2-TZVPD RIJCOSX def2/J DEFGRID3
* xyz 1 3
Ni -0.138 1.510 -2.974
O 5.177 1.159 -2.548
C 4.523 -0.022 -2.848
C 5.182 -1.207 -2.571
C 4.543 -2.413 -2.815
C 3.259 -2.433 -3.339
C 2.603 -1.241 -3.600
C 3.221 -0.024 -3.346
C 2.477 1.283 -3.528
O 1.232 1.122 -4.083
N 2.364 1.911 -2.174
N 1.193 2.438 -1.850
C 0.934 3.097 -0.783
C -0.416 3.580 -0.544
Br -1.666 3.273 -1.990
C -0.895 4.181 0.547
C -0.114 4.526 1.745
C -0.674 4.264 2.996
C 0.031 4.555 4.151
C 1.291 5.132 4.069
C 1.840 5.427 2.830
C 1.142 5.128 1.671
H 5.004 1.818 -3.231
H 6.188 -1.170 -2.180
H 5.059 -3.340 -2.608
H 2.772 -3.375 -3.550
H 1.603 -1.234 -4.011
H 3.043 1.984 -4.168
H 3.154 1.965 -1.545
H 1.693 3.291 -0.033
H -1.956 4.397 0.589
H -1.664 3.830 3.059
H -0.407 4.342 5.116
H 1.836 5.369 4.973
H 2.807 5.907 2.767
H 1.553 5.406 0.710
C 1.326 -2.079 0.292
C -0.044 -2.765 0.440
C -0.090 -3.901 -0.593
C -0.103 -3.393 1.846
Si -1.539 -1.587 0.237
Br -0.893 -0.425 -1.749
C -1.686 -0.183 1.529
C -0.303 0.332 1.957
C -2.480 1.028 1.031
C -2.405 -0.733 2.778
C -3.182 -2.389 -0.300
C -3.517 -3.507 0.709
C -4.340 -1.379 -0.289
C -3.141 -3.004 -1.708
H 2.094 -2.856 0.287
H 1.556 -1.408 1.117
H 1.428 -1.528 -0.644
H 0.794 -4.528 -0.452
H -0.063 -3.524 -1.617
H -0.960 -4.547 -0.485
H 0.712 -4.116 1.935
H -1.031 -3.933 2.040
H 0.040 -2.657 2.636
H 0.296 0.661 1.103
H 0.272 -0.408 2.511
H -0.439 1.194 2.616
H -1.999 1.499 0.177
H -2.512 1.765 1.839
H -3.508 0.796 0.759
H -1.909 -1.602 3.210
H -3.444 -0.998 2.577
H -2.416 0.044 3.548
H -3.546 -3.158 1.741
H -2.821 -4.344 0.649
H -4.510 -3.899 0.475
H -4.560 -0.986 0.704
H -5.241 -1.885 -0.641
H -4.154 -0.540 -0.962
H -2.335 -3.720 -1.855
H -3.058 -2.237 -2.477
H -4.082 -3.533 -1.872
*
```

Calculated values
**HOMO level (spin up / spin down)**: -11.12 / -11.11 eV
**Kohn-Sham gap (spin up / spin down)**: 0.295 / 0.269 Eh

In the Mulliken picture, each atom carries the following charge in e: Ni -0.10; O -0.68; C 0.55; C -0.62; C -0.42; C -0.78; C -0.45; C 0.28; C 0.28; O -0.78; N 0.10; N -0.17; C 0.00; C -0.07; Br -0.12; C -0.55; C 0.20; C -0.38; C -0.68; C -0.47; C -0.70; C -0.24; H 0.38; H 0.47; H 0.42; H 0.46; H 0.47; H 0.22; H 0.31; H 0.69; H 0.48; H 0.37; H 0.41; H 0.41; H 0.40; H 0.65; C -1.75; C 2.61; C -2.11; C -1.79; Si -1.31; Br 0.17; C 2.49; C -1.82; C -1.12; C -1.83; C 2.49; C -1.70; C -2.03; C -1.75; H 0.57; H 0.27; H 0.21; H 0.62; H 0.37; H 0.36; H 0.53; H 0.32; H 0.33; H 0.24; H 0.37; H 0.50; H -0.14; H 0.35; H 0.29; H 0.34; H 0.32; H 0.55; H 0.31; H 0.32; H 0.54; H 0.34; H 0.64; H 0.34; H 0.31; H 0.38; H 0.53

# C19H27BFN5O5S

5 unconnected molecules or ions with the total composition C19H27BFN5O5S (wB97M-V/def2-TZVPD, OMol25).

Geometry as ORCA input:
```
! wB97M-V def2-TZVPD RIJCOSX def2/J DEFGRID3
* xyz 0 1
O 2.534 -2.893 -1.368
C 1.889 -3.694 -1.991
C 1.460 -3.502 -3.440
N 0.298 -2.609 -3.611
C -0.867 -3.037 -2.789
B -2.266 -2.496 -3.391
O -3.003 -1.571 -2.724
O -2.716 -2.944 -4.603
S 0.661 -1.017 -3.459
O -0.432 -0.243 -3.941
O 1.978 -0.813 -3.948
F 0.663 -0.726 -1.926
H 1.544 -4.620 -1.493
H 2.287 -3.182 -4.067
H 1.134 -4.482 -3.798
H -0.742 -2.781 -1.732
H -0.881 -4.129 -2.843
H -2.665 -1.405 -1.837
H -2.524 -3.875 -4.739
N -1.734 1.710 -1.806
C -2.780 1.288 -1.029
C -2.697 1.959 0.167
C -1.576 2.823 0.105
C -1.002 2.644 -1.124
H -1.516 1.381 -2.732
H -3.475 0.549 -1.385
H -3.370 1.843 0.999
H -1.230 3.490 0.878
H -0.132 3.096 -1.570
N 4.456 0.287 1.006
C 3.834 -0.197 -0.115
C 3.644 0.855 -0.971
C 4.169 2.017 -0.340
C 4.665 1.634 0.877
H 4.716 -0.263 1.803
H 3.580 -1.238 -0.202
H 3.183 0.796 -1.943
H 4.183 3.018 -0.737
H 5.144 2.201 1.656
N -0.995 -1.329 3.200
C -1.438 -0.950 1.955
C -0.366 -0.451 1.264
C 0.768 -0.533 2.118
C 0.351 -1.077 3.304
H -1.565 -1.729 3.922
H -2.471 -1.064 1.672
H -0.388 -0.058 0.261
H 1.770 -0.218 1.877
H 0.889 -1.307 4.207
N -1.101 1.931 3.867
C -2.446 2.065 3.668
C -2.794 3.352 3.984
C -1.607 4.019 4.395
C -0.581 3.115 4.308
H -0.570 1.092 3.701
H -3.039 1.241 3.310
H -3.784 3.770 3.923
H -1.518 5.045 4.711
H 0.470 3.216 4.516
*
```

Calculated values
**Structure (SMILES)**: O=CCN(CB(O)O)S(=O)(=O)F.c1cc[nH]c1.c1cc[nH]c1.c1cc[nH]c1.c1cc[nH]c1
**HOMO level**: -7.92 eV
**Kohn-Sham gap**: 0.288 Eh
**ΔE to the lowest compared entry with this formula, charge and spin**: 0.0000 eV

In the Mulliken picture, each atom carries the following charge in e: O -0.39; C 0.08; C -0.86; N 0.09; C -1.05; B 0.63; O -0.53; O -0.50; S 1.28; O -0.66; O -0.66; F -0.01; H 0.38; H 0.45; H 0.33; H 0.40; H 0.38; H 0.28; H 0.30; N 0.13; C -1.17; C -0.18; C -0.33; C -0.81; H 0.27; H 0.67; H 0.59; H 0.44; H 0.43; N 0.07; C -0.90; C -0.11; C -0.80; C -0.50; H 0.19; H 0.84; H 0.45; H 0.40; H 0.41; N 0.13; C -1.14; C 0.72; C -0.49; C -1.11; H 0.17; H 0.48; H 0.39; H 0.41; H 0.36; N 0.18; C -0.41; C -0.56; C -0.51; C -0.58; H 0.35; H 0.44; H 0.40; H 0.40; H 0.38

# C2H4N2

2 unconnected molecules or ions with the total composition C2H4N2 (wB97M-V/def2-TZVPD, OMol25).

Geometry as ORCA input:
```
! wB97M-V def2-TZVPD RIJCOSX def2/J DEFGRID3
* xyz 0 1
C -2.523 0.346 -0.038
C -1.700 -0.393 0.357
N 2.026 0.018 -0.067
N 1.897 0.099 1.094
H -3.152 1.057 -0.557
H 2.715 -0.691 -0.530
H 1.663 0.561 -0.923
H -0.926 -0.997 0.664
*
```

Calculated values
**HOMO level**: -8.28 eV
**Kohn-Sham gap**: 0.334 Eh
**ΔE to the lowest compared entry with this formula, charge and spin**: 5.1867 eV

In the Mulliken picture, each atom carries the following charge in e: C -0.26; C -0.45; N 0.02; N -0.49; H 0.35; H 0.24; H 0.24; H 0.36

# C29H86N16O11

11 unconnected molecules or ions with the total composition C29H86N16O11 (wB97M-V/def2-TZVPD, OMol25).

Geometry as ORCA input:
```
! wB97M-V def2-TZVPD RIJCOSX def2/J DEFGRID3
* xyz 0 1
C -1.613 -7.754 -4.651
C -0.389 -6.931 -4.256
C -0.618 -6.141 -2.953
O -1.846 -5.444 -2.898
C -1.722 -4.151 -3.448
N 0.778 -7.783 -4.070
H -1.906 -8.457 -3.867
H -1.353 -8.312 -5.547
H -2.429 -7.042 -4.763
H -0.164 -6.299 -5.120
H 0.188 -5.441 -2.709
H -0.591 -6.896 -2.160
H -2.685 -3.660 -3.637
H -1.226 -4.221 -4.418
H -1.322 -3.431 -2.723
H 0.655 -8.428 -3.291
H 1.672 -7.366 -3.840
C -0.197 2.483 6.535
C 0.713 2.392 5.322
C 0.538 3.584 4.377
O -0.707 3.561 3.722
C -0.699 2.966 2.450
N 2.106 2.443 5.759
H -0.114 1.579 7.139
H -1.232 2.690 6.270
H 0.133 3.344 7.122
H 0.477 1.459 4.790
H 1.362 3.770 3.668
H 0.623 4.534 4.922
H 0.002 3.397 1.725
H -1.708 2.947 2.052
H -0.379 1.916 2.552
H 2.337 1.642 6.327
H 2.790 2.690 5.067
C -5.528 1.877 -4.212
C -4.790 0.743 -3.527
C -5.132 -0.650 -4.073
O -6.402 -1.080 -3.693
C -6.511 -2.509 -3.727
N -3.303 0.909 -3.488
H -5.708 2.751 -3.578
H -6.472 1.558 -4.643
H -4.812 2.328 -4.911
H -5.024 0.635 -2.456
H -4.374 -1.328 -3.660
H -4.975 -0.506 -5.157
H -7.547 -2.812 -3.820
H -5.969 -2.920 -2.874
H -5.984 -2.775 -4.650
H -3.103 0.469 -2.593
H -3.092 1.897 -3.396
C 4.966 -0.690 0.354
C 4.003 0.323 0.967
C 3.251 -0.155 2.201
O 2.380 -1.224 1.821
C 1.405 -1.452 2.813
N 4.924 1.445 1.248
H 4.428 -1.494 -0.166
H 5.665 -1.188 1.026
H 5.544 -0.237 -0.454
H 3.203 0.585 0.258
H 2.762 0.696 2.686
H 4.003 -0.621 2.854
H 0.568 -0.755 2.684
H 1.759 -1.261 3.834
H 0.974 -2.452 2.854
H 4.529 2.305 1.615
H 5.422 1.689 0.406
C 4.337 4.129 3.880
C 4.425 5.299 2.922
C 3.431 5.240 1.765
O 3.745 4.156 0.907
C 2.867 3.948 -0.142
N 4.206 6.516 3.726
H 4.158 3.202 3.331
H 3.427 4.219 4.480
H 5.166 4.059 4.580
H 5.400 5.345 2.416
H 3.500 6.207 1.258
H 2.446 4.978 2.174
H 3.108 3.091 -0.777
H 2.815 4.816 -0.811
H 1.846 3.703 0.167
H 5.113 6.861 4.046
H 4.015 7.335 3.139
C -3.646 -1.217 3.969
C -3.706 -1.869 2.609
C -4.131 -3.318 2.521
O -5.242 -3.446 3.424
C -5.583 -4.776 3.716
N -4.451 -0.960 1.663
H -3.355 -0.176 3.861
H -2.930 -1.685 4.648
H -4.622 -1.187 4.456
H -2.680 -1.845 2.202
H -3.395 -3.982 3.001
H -4.359 -3.769 1.550
H -5.888 -5.267 2.782
H -6.391 -4.768 4.441
H -4.739 -5.360 4.109
H -3.759 -0.227 1.505
H -4.339 -1.457 0.776
C -1.144 5.379 0.099
O 0.059 5.520 -0.056
N -1.896 6.013 1.067
N -1.958 4.557 -0.669
H -2.894 5.969 1.050
H -1.450 6.721 1.621
H -1.585 3.993 -1.409
H -2.942 4.737 -0.686
C 3.645 -1.336 -4.123
O 4.354 -1.590 -5.110
N 3.961 -0.280 -3.272
N 2.619 -2.164 -3.726
H 3.210 0.235 -2.798
H 4.786 0.250 -3.480
H 2.003 -1.880 -2.985
H 2.678 -3.112 -4.033
C 2.167 2.446 -2.736
O 2.090 1.417 -2.036
N 1.139 2.809 -3.567
N 3.201 3.351 -2.737
H 0.277 2.309 -3.690
H 1.245 3.625 -4.139
H 4.049 3.049 -2.290
H 2.988 4.313 -2.906
C 2.120 -3.653 -0.874
O 1.274 -2.854 -1.263
N 2.755 -3.528 0.339
N 2.536 -4.740 -1.597
H 3.599 -4.043 0.506
H 2.665 -2.617 0.820
H 2.144 -4.975 -2.486
H 3.249 -5.344 -1.239
C -1.056 0.426 -0.795
O -2.160 0.179 -0.279
N -0.372 -0.498 -1.559
N -0.356 1.602 -0.679
H 0.621 -0.413 -1.649
H -0.886 -1.358 -1.615
H -0.595 2.403 -0.127
H 0.537 1.545 -1.177
*
```

Calculated values
**Structure (SMILES)**: COC[C@H](C)N.COC[C@H](C)N.COC[C@H](C)N.COC[C@H](C)N.COC[C@H](C)N.COC[C@H](C)N.NC(N)=O.NC(N)=O.NC(N)=O.NC(N)=O.NC(N)=O
**HOMO level**: -8.77 eV
**Kohn-Sham gap**: 0.324 Eh
**ΔE to the lowest compared entry with this formula, charge and spin**: 3.8335 eV

Results of the Mulliken charge analysis, in e, for atoms 1 through 99: C -1.43; C 0.50; C -0.30; O -0.46; C -0.19; N -0.71; H 0.34; H 0.38; H 0.31; H 0.28; H -0.10; H 0.39; H 0.02; H 0.30; H 0.05; H 0.29; H 0.22; C -1.55; C 1.28; C -0.07; O -0.48; C 0.49; N -0.54; H 0.40; H 0.30; H 0.37; H -0.21; H -0.49; H 0.39; H -0.58; H 0.44; H -0.11; H 0.26; H 0.01; C -1.49; C 0.66; C -0.18; O -0.36; C -0.65; N -0.71; H 0.35; H 0.36; H 0.39; H 0.23; H -0.01; H 0.25; H 0.26; H 0.22; H 0.33; H 0.12; H 0.21; C -1.52; C 2.46; C -0.94; O -0.59; C -0.80; N -0.69; H 0.24; H 0.25; H 0.47; H -0.96; H 0.22; H 0.29; H 0.06; H 0.35; H 0.41; H -0.21; H 0.31; C -1.07; C 0.50; C -0.64; O -0.26; C 0.26; N -0.74; H 0.16; H 0.33; H 0.40; H 0.36; H 0.39; H 0.09; H -0.72; H 0.27; H 0.17; H 0.27; H 0.26; C -1.48; C 0.94; C -0.69; O -0.31; C -0.73; N -0.87; H 0.35; H 0.34; H 0.33; H 0.04; H 0.34; H 0.39; H 0.28; H 0.24